{
  "formula": "CH8NS",
  "method": "ωB97M-V/def2-TZVPD",
  "elements": ["N", "H", "H", "H", "H", "C", "S", "H", "H", "H", "H"],
  "coordinates": [[-2.138, 0.233, 0.858], [-1.349, 0.112, 0.187], [-1.817, 0.563, 1.800], [-2.630, -0.692, 0.887], [-2.802, 0.899, 0.384], [2.131, -0.480, -0.476], [0.536, -0.160, -1.270], [2.777, 0.385, -0.557], [2.598, -1.347, -0.929], [1.993, -0.663, 0.585], [0.700, 1.151, -1.469]],
  "atomic_forces_ev_per_a": [[-0.30, -0.25, -0.98], [0.13, 0.09, 0.44], [-0.03, -0.01, -0.04], [0.04, 0.06, 0.34], [0.06, 0.12, 0.36], [0.03, 0.06, 0.43], [0.03, -0.05, -0.28], [0.11, 0.04, -0.24], [0.04, 0.00, -0.11], [-0.08, -0.12, 0.07], [-0.03, 0.07, 0.00]],
  "lowdin_spin": [0.34, 0.05, 0.14, 0.13, 0.14, 0.03, 0.17, 0.00, 0.00, 0.01, 0.01],
  "total_energy_ha": -495.71337,
  "relative_energy_kcal_mol": 0.0,
  "orbital_gap_ha": [0.166, 0.382],
  "e_lumo_ev": [0.72, 0.67],
  "spin_multiplicity": 2
}